(1)
Below is a structure of composition CH4Br4N2O6PS2, with properties calculated with the ωB97M-V functional and the def2-TZVPD basis.

```
20
Properties=species:S:1:pos:R:3:forces:R:3:nbo_charge:R:1
N 3.7726 0.2570 2.2805 -0.01 -0.01 -0.01 -1.336
P 2.8897 0.1658 1.0368 -0.17 -0.04 -0.45 1.926
O 3.7416 -0.0010 -0.3224 0.14 0.05 0.00 -0.995
O 1.9797 1.4336 0.6566 0.17 0.05 0.12 -0.986
S 1.5105 -1.5370 0.9076 0.06 0.21 0.27 2.029
O 2.0989 -2.3128 -0.1575 0.04 -0.16 -0.02 -0.968
O 1.5043 -2.0595 2.2499 0.09 -0.17 -0.09 -0.954
N 0.0716 -1.1104 0.3938 -0.09 0.02 -0.23 -1.230
S -0.9152 -0.2355 1.2296 0.12 0.23 0.09 2.255
O -0.3810 0.3042 2.4439 -0.08 -0.02 0.00 -0.918
O -2.2360 -0.7849 1.2193 -0.12 -0.12 0.07 -0.934
Br -1.1706 1.5795 -0.1221 -0.06 0.11 -0.06 -0.313
H 3.5899 -0.4428 2.9871 0.03 0.06 0.03 0.409
H 3.1909 -0.2721 -1.0727 0.04 -0.06 0.20 0.514
H 2.5018 2.1653 0.2944 -0.16 -0.16 0.09 0.504
C -4.5456 0.5219 -2.8375 -0.06 -0.03 0.00 -0.508
Br -3.2712 0.1861 -4.2452 0.02 -0.01 -0.03 0.068
Br -4.1431 -0.4824 -1.2645 0.03 0.01 0.01 0.154
Br -4.6776 2.4110 -2.4662 0.00 0.02 0.01 0.067
H -5.5111 0.2138 -3.2114 0.02 0.00 0.00 0.215
```
Forces are in eV/Å.

Output
- Total charge: -1
- E_LUMO: 2.2 eV


(2)
Below is a cluster of 4 separate species, CH9O3S in total, with properties calculated with the ωB97M-V functional and the def2-TZVPD basis.

```
14
Properties=species:S:1:pos:R:3:forces:R:3:nbo_charge:R:1
C -1.2119 1.2393 0.7397 0.65 0.01 0.62 -0.728
S -0.4746 -0.3096 0.1320 -0.14 -0.31 -0.21 -0.733
H -0.5230 1.7621 1.4216 -0.06 -0.03 -0.20 0.172
H -1.4356 1.9160 -0.0754 -0.25 0.16 -0.13 0.191
H -2.0955 1.0259 1.3350 -0.30 0.05 -0.14 0.185
H -0.7785 0.6143 -1.9681 -0.02 -0.21 0.06 0.498
H 0.1395 1.5107 -2.7614 -0.14 -0.05 -0.02 0.456
O -0.7430 1.1227 -2.8087 0.22 0.14 0.01 -0.995
H 0.4626 -0.2206 3.1946 -0.04 -0.05 -0.29 0.462
H -0.2605 -1.2855 2.3656 0.26 0.39 -0.18 0.501
O 0.1613 -1.1319 3.2318 -0.15 -0.31 0.48 -0.988
H 1.6732 -0.8313 -0.8747 0.05 0.40 0.02 0.504
H 2.1779 -0.9376 -2.3154 0.03 0.08 0.33 0.455
O 2.4883 -0.7750 -1.4134 -0.09 -0.28 -0.32 -0.980
```
Forces are in eV/Å.

Output
- Energy relative to the best compared isomer or geometry (same formula, charge and spin): 25.22 kJ/mol
- Total charge: -1
- E_LUMO: 3.9 eV


(3)
Below is the molecule C5H8O2, with properties calculated with the ωB97M-V functional and the def2-TZVPD basis.

```
15
Properties=species:S:1:pos:R:3:forces:R:3:nbo_charge:R:1
C 1.7579 -0.6149 0.3573 -0.01 -0.02 -0.10 -0.621
C 0.4527 0.1534 0.4372 0.14 -0.01 0.04 -0.247
C -0.9427 -0.5433 0.3650 -0.07 0.13 0.35 0.081
O -1.0384 -1.5960 -0.5514 -0.11 -0.01 -0.09 -0.711
C -1.4649 0.7887 -0.2343 -0.28 0.05 0.10 0.025
O -0.9545 0.7556 -1.5626 0.30 -0.04 -0.12 -0.504
C -0.0948 1.2314 -0.5046 0.21 0.29 0.11 0.048
H 2.6058 0.0576 0.1823 -0.15 -0.09 -0.04 0.212
H 1.7509 -1.3889 -0.4134 -0.05 0.14 0.00 0.224
H 1.9341 -1.1074 1.3225 -0.03 0.03 -0.22 0.214
H 0.4412 0.7369 1.3687 0.06 -0.28 0.11 0.203
H -1.3562 -0.8868 1.3147 0.04 0.17 -0.07 0.186
H -1.0622 -1.1558 -1.4207 0.15 -0.27 0.13 0.485
H -2.3611 1.3530 -0.0022 0.04 -0.09 -0.25 0.203
H 0.3322 2.2165 -0.6586 -0.24 -0.01 0.04 0.202
```
Forces are in eV/Å.

Output
- Energy relative to the best compared isomer or geometry (same formula, charge and spin): 256.29 kJ/mol
- SMILES: C[C@@H]1[C@H](O)[C@@H]2O[C@H]12
- Total charge: 0
- E_LUMO: 1.0 eV


(4)
Below is a structure of composition C12H17N3O6PRuS5, with properties calculated with the ωB97M-V functional and the def2-TZVPD basis.

```
45
Properties=species:S:1:pos:R:3:forces:R:3:mulliken_spin:R:1
Ru -0.7967 0.7787 0.9255 0.04 0.02 -0.02 2.578
N 0.2807 3.4477 4.6184 0.05 0.01 -0.02 0.071
C 0.0402 2.5094 3.6281 -0.14 -0.04 -0.04 0.085
S -1.5634 2.0983 3.2371 -0.04 -0.05 -0.04 0.285
N 1.1357 1.9711 3.1064 0.16 -0.02 0.12 0.138
N 0.9237 1.1680 2.1037 -0.11 0.14 -0.15 0.549
C 1.9869 0.2464 1.7769 0.03 -0.02 0.12 -0.085
C 1.7257 -1.0543 2.5004 -0.07 -0.02 -0.03 0.082
C 2.7494 -1.6853 3.1878 0.00 0.01 0.00 0.003
C 2.5491 -2.8823 3.8628 0.06 -0.02 0.03 0.009
C 1.2795 -3.4500 3.8439 0.00 0.00 0.00 -0.003
C 0.2422 -2.8382 3.1674 -0.02 0.07 -0.04 -0.001
C 0.4218 -1.6227 2.4672 0.07 -0.01 0.06 -0.006
O -0.5880 -1.1080 1.8239 -0.01 -0.10 0.01 0.009
H -0.4726 4.1037 4.7408 0.00 -0.01 0.00 0.003
H 1.1989 3.8618 4.5453 -0.01 0.00 0.01 -0.005
H 2.9591 0.6615 2.0474 0.03 -0.02 -0.04 0.009
H 3.7303 -1.2210 3.1850 0.00 0.00 0.00 0.000
H 3.3652 -3.3583 4.3931 0.00 0.00 0.00 0.001
H 1.0961 -4.3845 4.3652 0.00 0.00 0.00 0.000
H -0.7491 -3.2752 3.1460 0.00 0.00 0.00 0.001
C -3.9998 -1.1142 -4.7677 0.01 0.00 0.02 -0.001
C -3.9601 -1.1112 -3.2516 -0.03 0.02 0.05 0.004
O -4.0531 0.2243 -2.7600 0.03 0.02 -0.07 0.004
P -2.7735 0.9992 -2.0645 0.03 -0.03 -0.05 0.021
S -0.8579 2.6643 -0.0800 -0.02 0.07 -0.03 1.050
S -2.3004 -0.3297 -0.4900 -0.02 0.02 0.06 0.096
O -1.6738 0.5660 -3.2275 -0.01 0.04 0.07 0.007
C -0.2820 0.8487 -3.0014 0.00 -0.02 0.02 0.018
C 0.5177 0.3737 -4.1908 -0.04 -0.03 0.00 0.000
H -3.9752 -2.1401 -5.1452 0.00 0.00 -0.01 0.000
H -3.1386 -0.5728 -5.1576 0.00 0.00 0.00 0.001
H -4.9113 -0.6328 -5.1280 0.00 0.01 0.00 0.000
H -3.0474 -1.5854 -2.8893 0.03 0.00 0.01 0.003
H -4.8105 -1.6628 -2.8403 0.00 -0.01 0.00 -0.003
H 0.0461 0.3358 -2.0955 -0.02 0.03 -0.02 -0.007
H -0.1448 1.9205 -2.8369 0.01 -0.01 0.00 -0.019
H 0.3726 -0.6988 -4.3379 0.00 -0.01 -0.01 0.000
H 1.5752 0.5619 -4.0008 -0.01 0.02 0.00 0.001
H 0.2107 0.8935 -5.1015 0.01 0.00 -0.01 -0.001
O 3.1941 1.2237 -2.1572 -0.02 -0.02 0.03 0.001
S 3.2783 1.4712 -0.7276 0.12 0.08 -0.03 -0.001
O 2.7451 2.7382 -0.2825 -0.01 0.00 0.03 -0.002
O 4.5454 1.1039 -0.1170 -0.05 0.00 -0.01 0.007
S 1.9286 -0.0441 -0.0218 -0.07 -0.12 -0.03 0.097
```
Forces are in eV/Å.

Output
- Spin multiplicity: 6
- Energy relative to the best compared isomer or geometry (same formula, charge and spin): 20.99 kJ/mol
- Total charge: -2
- E_LUMO (alpha / beta): 4.8 / 4.4 eV


(5)
Below is the molecule C4H11NOS, with properties calculated with the ωB97M-V functional and the def2-TZVPD basis.

```
18
Properties=species:S:1:pos:R:3:forces:R:3:nbo_charge:R:1
O 0.5043 1.7887 1.7671 0.87 -0.43 0.22 -0.734
C -0.7400 1.1539 1.7512 -1.51 -1.15 0.69 0.085
N -1.1145 0.4441 0.5446 0.31 0.94 0.01 -0.648
C -0.3631 -0.7922 0.3776 0.85 -0.71 -0.59 -0.209
C -0.4008 -1.2985 -1.1211 -1.71 1.06 3.25 -0.439
C 0.8497 -0.8322 -1.8060 1.10 -2.11 -1.08 -0.560
S 1.5645 0.8075 -1.6864 -0.24 1.10 -0.57 -0.053
H 0.4633 2.6620 1.3794 -0.28 0.16 -0.14 0.472
H -0.7839 0.3263 2.4844 0.69 0.65 0.22 0.163
H -1.5216 1.8456 2.0992 0.04 0.03 -0.57 0.159
H -0.9913 1.0800 -0.2386 0.04 -0.31 -0.23 0.359
H 0.7129 -0.7196 0.6021 -0.13 0.36 0.37 0.163
H -0.7544 -1.5292 1.0889 -0.16 0.04 -0.25 0.189
H -1.4161 -0.9114 -1.3305 0.67 -0.02 -1.32 0.221
H -0.5095 -2.3817 -1.0548 0.41 -0.01 -0.50 0.223
H 0.8218 -1.1076 -2.8755 -0.25 0.93 0.05 0.243
H 1.6587 -1.5420 -1.5560 -0.29 0.26 0.56 0.222
H 2.0201 1.0062 -0.4256 -0.41 -0.78 -0.11 0.146
```
Forces are in eV/Å.

Output
- Energy relative to the best compared isomer or geometry (same formula, charge and spin): 176.93 kJ/mol
- SMILES: OCNCCCS
- Total charge: 0
- E_LUMO: 0.7 eV


Molar mass for every record listed, in sequence, given in g mol⁻¹: 554.775, 101.147, 100.117, 591.662, 121.205.
Largest force on an atom for every record listed, in sequence, given in eV/A: 0.49, 0.90, 0.38, 0.23, 3.82.